Entry 1:
Computed, not measured: 2 unconnected molecules or ions with the total composition C43H54N2O, with ωB97M-V with the def2-TZVPD basis set.

Summary:
HOMO level, hartree: -0.22440
Relative energy (zero: lowest compared OMol25 entry of this formula, charge and spin), kcal/mol: 0.0
Gap between HOMO and LUMO, eV: 5.6

```
100
C43H54N2O | OMol25 | ωB97M-V with the def2-TZVPD basis set
C -4.97 -1.41 -2.59
C -3.53 -1.02 -2.60
C -3.16 0.29 -2.29
C -1.82 0.68 -2.28
C -1.48 2.08 -1.84
C -0.85 -0.26 -2.66
N 0.51 0.19 -2.80
C 1.59 -0.12 -2.07
N 2.69 0.49 -2.53
C 3.99 0.03 -2.27
C 4.07 -1.29 -1.79
C 2.88 -1.96 -1.28
C 5.29 -1.97 -1.95
C 6.39 -1.34 -2.55
C 7.60 -2.13 -2.95
C 6.33 0.04 -2.81
C 5.15 0.76 -2.63
C 5.18 2.24 -2.82
C 2.33 1.46 -3.57
C 0.89 1.14 -3.86
C -1.18 -1.60 -2.90
C -0.16 -2.64 -3.22
C -2.53 -1.96 -2.86
H -5.18 -2.14 -3.38
H -5.27 -1.87 -1.63
H -5.60 -0.53 -2.74
H -3.94 1.01 -2.05
H -0.42 2.19 -1.59
H -1.73 2.82 -2.62
H -2.06 2.35 -0.95
H 2.96 -2.24 -0.22
H 1.76 -1.04 -1.37
H 2.60 -2.83 -1.88
H 5.37 -3.02 -1.64
H 8.49 -1.50 -2.93
H 7.74 -2.98 -2.28
H 7.49 -2.53 -3.97
H 7.23 0.55 -3.17
H 6.13 2.63 -2.45
H 5.12 2.52 -3.88
H 4.39 2.76 -2.27
H 2.41 2.49 -3.20
H 2.97 1.37 -4.45
H 0.76 0.65 -4.83
H 0.24 2.02 -3.82
H -0.61 -3.64 -3.16
H 0.25 -2.53 -4.23
H 0.68 -2.63 -2.51
H -2.82 -2.99 -3.06
C -1.50 4.57 2.65
C -0.17 3.96 2.20
C 0.05 4.34 0.74
C 0.98 4.55 3.03
C -0.19 2.43 2.40
C 0.21 1.55 1.44
C -0.16 0.17 1.52
C -0.26 -0.66 0.38
C -1.24 -1.74 0.37
C -2.60 -1.43 0.68
C -3.58 -2.40 0.71
C -3.24 -3.75 0.56
C -4.27 -4.81 0.79
C -1.91 -4.07 0.24
C -0.93 -3.10 0.13
C -0.63 -0.33 2.78
C -1.05 0.50 3.77
C -1.90 0.01 4.96
C -1.04 0.03 6.23
C -2.39 -1.42 4.73
C -3.12 0.93 5.13
C -0.57 1.89 3.72
O -0.44 2.57 4.77
H -1.64 4.42 3.73
H -1.52 5.64 2.42
H -2.33 4.08 2.12
H 1.05 4.04 0.39
H -0.71 3.89 0.08
H -0.02 5.43 0.64
H 1.93 4.15 2.68
H 0.98 5.65 2.94
H 0.84 4.27 4.08
H 0.75 1.88 0.55
H 0.21 -0.35 -0.54
H -2.87 -0.39 0.88
H -4.62 -2.12 0.90
H -4.00 -5.74 0.28
H -4.39 -5.03 1.86
H -5.26 -4.49 0.43
H -1.66 -5.12 0.08
H 0.11 -3.36 -0.07
H -0.73 -1.41 2.90
H -0.65 1.04 6.39
H -1.64 -0.28 7.10
H -0.20 -0.66 6.11
H -2.94 -1.51 3.78
H -1.55 -2.13 4.73
H -3.07 -1.72 5.54
H -3.69 0.97 4.20
H -3.77 0.55 5.93
H -2.79 1.94 5.38
```



Entry 2:
Computed, not measured: 10 unconnected molecules or ions with the total composition C10H30N10O20, with ωB97M-V with the def2-TZVPD basis set.

Summary:
Spin multiplicity: 2
Charge: -1
<S²>: 0.754
HOMO level (spin up / spin down), hartree: -0.06062 / -0.17766
Relative energy (zero: lowest compared OMol25 entry of this formula, charge and spin), kcal/mol: 42.7
Gap between HOMO and LUMO (spin up / spin down), eV: 3.1 / 6.3

```
70
C10H30N10O20 | OMol25 | ωB97M-V with the def2-TZVPD basis set
C 15.06 15.85 -5.24
N 16.37 16.14 -4.55
O 16.33 17.08 -3.77
O 17.43 15.64 -5.11
H 14.26 15.97 -4.51
H 15.05 14.79 -5.47
H 14.92 16.46 -6.14
C 14.04 17.36 5.13
N 14.60 18.20 4.09
O 13.88 18.81 3.37
O 15.81 18.05 3.94
H 13.42 16.60 4.67
H 13.46 17.82 5.93
H 14.85 16.85 5.65
C 18.50 10.37 -0.64
N 18.64 11.39 0.54
O 18.78 12.58 0.23
O 19.02 11.02 1.64
H 19.47 10.14 -1.08
H 17.86 10.81 -1.41
H 18.10 9.39 -0.40
C 19.59 14.44 2.91
N 20.34 14.75 4.14
O 21.41 14.18 4.45
O 19.82 15.58 4.87
H 19.58 13.35 2.82
H 20.05 14.85 2.01
H 18.65 14.90 3.21
C 21.65 19.66 -2.44
N 20.93 18.60 -1.73
O 21.45 17.53 -1.59
O 19.88 18.96 -1.11
H 22.21 19.24 -3.28
H 22.17 20.09 -1.58
H 21.00 20.49 -2.70
C 17.57 19.83 -2.56
N 17.79 20.10 -3.97
O 18.60 19.37 -4.59
O 17.14 21.08 -4.41
H 16.54 19.80 -2.21
H 18.14 20.55 -1.97
H 18.01 18.83 -2.56
C 14.06 15.23 2.22
N 13.77 14.79 0.88
O 12.68 15.08 0.33
O 14.61 14.09 0.31
H 14.70 14.44 2.61
H 13.09 15.34 2.71
H 14.49 16.23 2.29
C 17.62 16.29 -0.61
N 17.30 17.02 0.66
O 17.39 18.25 0.64
O 16.86 16.46 1.66
H 18.44 16.75 -1.17
H 16.75 16.48 -1.24
H 17.62 15.21 -0.48
C 19.55 14.13 -3.68
N 20.78 13.62 -2.99
O 21.79 14.18 -3.24
O 20.65 12.61 -2.31
H 19.34 15.09 -3.20
H 18.76 13.41 -3.50
H 19.89 14.12 -4.72
C 18.84 18.75 3.85
N 18.43 19.36 5.17
O 17.50 20.15 5.18
O 19.21 19.14 6.11
H 19.91 18.55 3.91
H 18.58 19.44 3.05
H 18.33 17.80 3.71
```



Entry 3:
Computed, not measured: a molecular structure, C11H16ClO3OsP, with ωB97M-V with the def2-TZVPD basis set.

Summary:
Spin multiplicity: 5
Charge: +2
<S²>: 6.019
HOMO level (spin up / spin down), hartree: -0.53756 / -0.65286
Relative energy (zero: lowest compared OMol25 entry of this formula, charge and spin), kcal/mol: 7.7
Gap between HOMO and LUMO (spin up / spin down), eV: 7.2 / 6.5

```
33
C11H16ClO3OsP | OMol25 | ωB97M-V with the def2-TZVPD basis set
Cl 0.94 -2.34 -3.11
C -1.86 1.06 -0.85
C -2.10 0.63 0.52
C -2.07 -0.79 0.54
H -2.30 1.27 1.36
C -1.82 -1.28 -0.79
C -1.69 -0.12 -1.66
H -1.48 -0.17 -2.72
H -1.88 2.08 -1.20
H -2.18 -1.43 1.41
C -1.71 -2.68 -1.21
Os -0.04 0.11 -0.25
C 0.59 1.69 0.60
C 1.41 0.15 -1.47
O 0.95 2.68 1.09
O 2.27 0.22 -2.26
H -1.37 -3.29 -0.37
H -0.96 -2.77 -2.01
H -2.67 -3.08 -1.56
C 2.61 -2.83 2.60
P 1.97 -1.27 2.00
C 1.46 -0.31 3.42
C 3.38 -0.41 1.32
O 0.83 -1.54 1.02
H 2.99 -3.37 1.72
H 1.77 -3.35 3.06
H 3.42 -2.66 3.33
H 2.30 -0.22 4.12
H 1.15 0.69 3.08
H 0.63 -0.85 3.88
H 3.72 -0.99 0.45
H 3.08 0.61 1.03
H 4.17 -0.36 2.09
```



Entry 4:
Computed, not measured: a molecular structure, C22H44PY, with ωB97M-V with the def2-TZVPD basis set.

Summary:
Charge: +2
HOMO level (spin up / spin down), hartree: -0.50013 / -0.50409
Gap between HOMO and LUMO (spin up / spin down), eV: 4.7 / 4.2

```
68
C22H44PY | OMol25 | ωB97M-V with the def2-TZVPD basis set
C 2.97 -1.08 -1.36
H 2.38 -2.00 -1.67
H 3.54 -0.55 -2.18
H -0.92 -0.52 -1.77
C 3.28 -1.02 0.11
H 3.23 0.06 0.48
H 2.50 -1.62 0.66
C 4.66 -1.65 0.21
H 5.04 -1.57 1.20
H 4.58 -2.72 -0.08
H 5.36 -1.15 -0.51
C 0.00 2.54 -0.76
C 1.33 2.56 -0.26
C 2.22 2.16 -1.31
C 1.41 1.86 -2.49
C 0.02 2.09 -2.12
C -1.14 2.08 -3.04
C 1.93 1.53 -3.83
C 3.70 2.28 -1.28
C 1.74 3.25 1.00
C -1.16 3.16 -0.07
Y 1.12 -0.09 -1.11
H 1.18 0.96 -4.40
H 2.18 2.42 -4.41
H 2.84 0.92 -3.75
H -0.99 1.36 -3.85
H -2.05 1.82 -2.49
H -1.32 3.06 -3.52
H -1.01 3.17 1.01
H -1.36 4.21 -0.38
H -2.08 2.59 -0.26
H 2.75 2.93 1.29
H 1.77 4.35 0.91
H 1.06 2.99 1.79
H 4.16 1.34 -1.61
H 4.08 3.08 -1.91
H 4.03 2.48 -0.26
C 0.31 -2.02 3.20
C -0.82 -2.48 2.27
C -2.07 -2.90 3.07
P -1.09 -1.22 0.88
C -1.90 -2.15 -0.56
C -2.98 -3.17 -0.19
C -2.33 -1.24 -1.75
C -2.35 0.02 1.50
C -3.80 -0.45 1.61
C -1.86 0.72 2.78
H 0.04 -1.12 3.77
H 1.24 -1.81 2.65
H 0.53 -2.82 3.93
H -0.47 -3.37 1.71
H -2.45 -2.09 3.70
H -2.88 -3.27 2.44
H -1.79 -3.73 3.75
H -1.04 -2.80 -0.82
H -3.86 -2.62 0.18
H -3.25 -3.67 -1.14
H -2.64 -3.94 0.53
H -1.64 -0.75 -2.49
H -2.80 -1.89 -2.55
H -2.98 -0.39 -1.43
H -2.33 0.78 0.69
H -3.91 -1.32 2.27
H -4.41 0.36 2.05
H -4.25 -0.68 0.64
H -0.86 1.15 2.66
H -2.54 1.56 3.02
H -1.85 0.04 3.64
```



Entry 5:
Computed, not measured: a molecular structure, C32H37AgN10OS, with ωB97M-V with the def2-TZVPD basis set.

Summary:
HOMO level, hartree: -0.24898
Relative energy (zero: lowest compared OMol25 entry of this formula, charge and spin), kcal/mol: 0.0
Gap between HOMO and LUMO, eV: 7.2

```
82
C32H37AgN10OS | OMol25 | ωB97M-V with the def2-TZVPD basis set
Ag 0.78 0.05 1.92
C -2.14 -4.84 0.35
N -1.89 -3.68 1.18
C -0.73 -3.19 1.64
N -0.95 -2.19 2.47
C -2.30 -2.09 2.46
N -2.92 -2.96 1.69
C -1.82 -4.66 -1.12
C -1.62 -5.80 -1.90
C -1.38 -5.69 -3.26
C -1.31 -4.44 -3.85
C -1.50 -3.31 -3.08
C -1.75 -3.41 -1.71
C -1.41 -1.99 -3.70
N -0.97 -1.67 -4.86
N -1.08 -0.28 -4.96
C -1.58 0.11 -3.84
O -1.83 -0.91 -3.00
C -1.85 1.47 -3.37
C -1.51 2.56 -4.17
C -1.73 3.84 -3.69
C -2.29 4.04 -2.44
C -2.63 2.95 -1.65
C -3.21 3.14 -0.26
N -2.20 3.00 0.78
C -1.83 1.89 1.42
N -0.85 2.16 2.27
C -0.66 3.49 2.08
N -1.44 4.04 1.18
C -2.41 1.67 -2.12
H -3.20 -5.06 0.48
H -1.58 -5.68 0.75
H 0.23 -3.58 1.34
H -2.84 -1.35 3.03
H -1.66 -6.78 -1.43
H -1.22 -6.58 -3.85
H -1.12 -4.34 -4.91
H -1.87 -2.51 -1.12
H -1.07 2.39 -5.14
H -1.47 4.69 -4.31
H -2.45 5.04 -2.06
H -3.98 2.40 -0.07
H -3.64 4.13 -0.15
H -2.25 0.91 1.23
H 0.08 4.07 2.61
H -2.65 0.81 -1.50
C 1.84 -1.44 4.44
N 1.55 -0.05 4.11
C 0.50 0.44 5.01
C 2.75 0.79 4.23
C 3.76 0.56 3.11
N 3.23 0.87 1.80
C 3.92 0.16 0.73
C 3.24 2.30 1.53
H 2.20 -1.54 5.47
H 2.60 -1.84 3.76
H 0.94 -2.03 4.30
H 0.83 0.41 6.06
H -0.38 -0.19 4.90
H 0.23 1.46 4.74
H 3.23 0.63 5.20
H 2.42 1.84 4.20
H 4.07 -0.49 3.12
H 4.66 1.15 3.33
H 4.98 0.46 0.65
H 3.42 0.35 -0.22
H 3.88 -0.92 0.92
H 4.27 2.70 1.54
H 2.66 2.83 2.29
H 2.79 2.50 0.56
S 0.16 -0.69 -0.31
C 0.84 0.52 -1.40
C 0.81 1.89 -1.11
C 1.34 2.82 -1.98
C 1.91 2.42 -3.18
C 1.93 1.06 -3.49
C 1.40 0.13 -2.61
H 0.36 2.22 -0.18
H 1.30 3.88 -1.73
H 2.32 3.14 -3.87
H 2.35 0.73 -4.43
H 1.43 -0.92 -2.87
```



Entry 6:
Computed, not measured: 2 unconnected molecules or ions with the total composition C16H30IN2O4S, with ωB97M-V with the def2-TZVPD basis set.

Summary:
Charge: +1
HOMO level, hartree: -0.43594
Gap between HOMO and LUMO, eV: 7.7

```
54
C16H30IN2O4S | OMol25 | ωB97M-V with the def2-TZVPD basis set
N -0.68 -0.81 3.89
C -0.36 0.03 2.74
C -1.53 0.88 2.25
C -2.61 0.06 1.53
C -2.82 0.64 0.12
C -3.57 -0.32 -0.86
C -2.71 -0.48 -2.07
C -1.54 -1.22 -1.99
C -0.69 -1.32 -3.08
C 0.60 -2.07 -2.96
C 1.78 -1.06 -3.04
C 1.72 -0.05 -1.88
C 1.06 1.28 -2.25
S 1.58 2.63 -1.21
O 0.50 3.56 -1.08
O 2.80 3.15 -1.74
O 1.90 2.00 0.20
C -1.05 -0.66 -4.27
C -2.22 0.06 -4.31
I -2.81 1.06 -6.04
N -3.02 0.14 -3.22
H -1.12 -0.28 4.62
H -1.23 -1.62 3.64
H 0.42 0.72 3.08
H 0.09 -0.57 1.95
H -1.12 1.64 1.58
H -1.96 1.42 3.09
H -3.56 0.14 2.05
H -2.29 -0.98 1.48
H -3.33 1.59 0.17
H -1.82 0.83 -0.28
H -3.73 -1.30 -0.42
H -4.51 0.15 -1.12
H -1.27 -1.72 -1.07
H 0.66 -2.55 -1.99
H 0.68 -2.85 -3.72
H 1.67 -0.53 -3.98
H 2.70 -1.63 -2.99
H 1.22 -0.46 -1.01
H 2.74 0.16 -1.59
H 1.38 1.58 -3.24
H -0.02 1.26 -2.21
H 1.12 2.03 0.77
H -0.40 -0.69 -5.13
H -3.87 0.70 -3.27
C 3.57 -0.47 5.22
C 3.61 -0.17 3.74
O 3.41 -1.36 2.97
H 4.34 -1.19 5.48
H 3.73 0.44 5.81
H 2.61 -0.90 5.51
H 4.57 0.25 3.45
H 2.83 0.56 3.47
H 2.55 -1.72 3.22
```



Entry 7:
Computed, not measured: a gas-phase ion, C8H13N2S (charge +1), with ωB97M-V with the def2-TZVPD basis set.

Summary:
Charge: +1
HOMO level (spin up / spin down), hartree: -0.45461 / -0.45459
Relative energy (zero: lowest compared OMol25 entry of this formula, charge and spin), kcal/mol: 82.5
Gap between HOMO and LUMO (spin up / spin down), eV: 8.1 / 8.1

```
24
C8H13N2S | OMol25 | ωB97M-V with the def2-TZVPD basis set
C 2.51 0.72 -0.72
C 2.08 1.85 -0.16
C -2.14 0.90 -0.15
C 1.85 -0.57 -0.64
C 0.37 -0.75 -0.50
C -0.08 1.32 0.99
C -0.26 -0.13 0.69
C -2.49 -1.40 0.59
N 0.95 2.04 0.71
N -1.66 -0.21 0.31
S -3.70 0.74 -0.73
H 3.41 0.80 -1.31
H 2.59 2.69 -0.56
H 2.05 -1.25 -1.61
H 2.41 -1.26 0.07
H -0.19 -0.34 -1.44
H 0.12 -1.80 -0.42
H -0.94 1.67 1.46
H 0.03 -0.75 1.69
H -3.00 -1.80 -0.24
H -3.31 -1.15 1.24
H -1.86 -2.10 0.99
H 1.01 2.93 1.19
H -4.00 2.03 -1.14
```



Q: What is the formula in the second record?
A: C10H30N10O20



Q: What is the formula in the second record?
A: C10H30N10O20